w | A structure of composition CH3N4O, computed with the ωB97M-V functional and the def2-TZVPD basis.

```
9
Properties=species:S:1:pos:R:3:nbo_charge:R:1
C -4.22 0.26 0.10 0.9292
N -3.44 -0.67 0.24 -0.3849
N -2.31 -1.18 0.01 0.2022
N -1.20 -1.37 -0.11 0.2307
N 0.01 0.05 -0.13 -0.8707
O -5.12 0.94 -0.08 -0.3170
H -0.30 1.02 -0.26 0.4049
H 0.74 -0.28 -0.64 0.4063
H 0.50 0.14 0.73 0.3993
```

Properties
E_HOMO: -0.5566 hartree
net charge: +1
LUMO energy: -0.193 hartree

---

x | The ion CH3N4O with charge +1, computed with the ωB97M-V functional and the def2-TZVPD basis.

```
9
Properties=species:S:1:pos:R:3:nbo_charge:R:1
N -1.80 0.08 0.00 -0.5788
N -0.32 0.44 -0.11 -0.0568
N 0.37 -0.62 0.04 0.0589
N 1.63 -0.57 -0.01 -0.3686
C 2.62 0.12 -0.11 0.9025
O 3.68 0.50 0.02 -0.3350
H -2.10 0.51 0.80 0.4292
H -1.80 -0.99 0.24 0.4672
H -2.27 0.55 -0.86 0.4815
```

Properties
E_HOMO: -0.5735 hartree
net charge: +1
SMILES string: [NH3+]/N=N/N=C=O
LUMO energy: -0.201 hartree

---

x is preferred energetically. Next in line: 57.8 kJ/mol higher.

---

w | The molecule C23H24N2O3, computed with the ωB97M-V functional and the def2-TZVPD basis.

```
52
Properties=species:S:1:pos:R:3:nbo_charge:R:1
C -0.44 1.59 5.74 -0.6326
C -0.57 1.00 4.36 -0.0077
C 0.43 0.23 3.79 -0.2210
C 0.37 -0.19 2.45 -0.2126
C -0.75 0.10 1.66 0.0210
C -0.85 -0.26 0.15 -0.0738
C 0.48 -0.40 -0.56 -0.1543
C 0.68 -1.19 -1.67 0.2325
C -0.29 -2.18 -2.32 -0.0859
C -0.61 -3.28 -1.32 -0.5881
C 0.45 -2.82 -3.49 -0.6110
C -1.52 -1.44 -2.84 -0.5955
N 1.97 -1.07 -2.08 -0.5542
C 2.65 -0.16 -1.31 0.2095
C 3.98 0.27 -1.41 -0.2573
C 4.45 1.20 -0.47 -0.2198
C 3.59 1.65 0.55 -0.2386
C 2.23 1.26 0.59 -0.1877
C 1.73 0.33 -0.32 -0.0891
N -1.65 0.84 -0.60 -0.4998
C -1.33 1.93 -1.43 0.6617
O -0.23 2.24 -1.82 -0.5437
C -2.60 2.67 -1.83 -0.1681
O -3.64 1.86 -1.26 -0.4716
C -3.06 0.89 -0.50 0.8940
O -3.71 0.13 0.23 -0.6103
C -1.78 0.80 2.25 -0.2198
C -1.69 1.27 3.57 -0.2141
H -1.32 2.19 6.00 0.2151
H -0.32 0.81 6.50 0.2192
H 0.44 2.25 5.82 0.2201
H 1.30 -0.02 4.41 0.2100
H 1.21 -0.78 2.10 0.2280
H -1.28 -1.34 0.14 0.2643
H -1.07 -2.94 -0.39 0.2048
H -1.30 -4.03 -1.75 0.2131
H 0.32 -3.79 -1.04 0.2148
H 0.75 -2.07 -4.23 0.2096
H 1.33 -3.37 -3.15 0.2079
H -0.21 -3.53 -4.00 0.2221
H -1.22 -0.68 -3.58 0.2134
H -2.19 -2.15 -3.36 0.2121
H -2.10 -0.94 -2.05 0.2144
H 2.37 -1.55 -2.90 0.4171
H 4.65 -0.12 -2.17 0.2093
H 5.48 1.54 -0.48 0.2137
H 3.97 2.33 1.30 0.2127
H 1.54 1.68 1.32 0.2228
H -2.65 3.69 -1.41 0.2248
H -2.74 2.75 -2.92 0.2259
H -2.71 0.94 1.73 0.2345
H -2.50 1.86 3.98 0.2080
```

Properties
E_HOMO: -0.2886 hartree
net charge: 0
SMILES string: Cc1ccc([C@H](c2c(C(C)(C)C)[nH]c3ccccc23)N2C(=O)COC2=O)cc1
LUMO energy: 0.022 hartree

---

x | A structure of composition C23H24N2O3, computed with the ωB97M-V functional and the def2-TZVPD basis.

```
52
Properties=species:S:1:pos:R:3:nbo_charge:R:1
C 4.17 -1.44 0.83 -0.2071
C 2.81 -1.67 1.04 -0.1756
C 1.98 -0.61 1.43 -0.1286
C 2.53 0.65 1.70 -0.0397
C 3.91 0.88 1.58 -0.2089
C 4.71 -0.16 1.10 -0.2026
C 1.47 1.52 2.33 0.5175
O 1.61 2.66 2.80 -0.5871
C 0.26 0.72 2.34 -0.3932
C -0.98 1.22 2.86 -0.0079
C -2.29 0.56 2.49 -0.1002
C -2.66 -0.70 2.96 -0.1967
C -3.84 -1.30 2.49 -0.2079
C -4.61 -0.62 1.53 -0.2085
C -4.27 0.68 1.14 -0.2103
C -3.10 1.28 1.61 -0.1757
C 0.53 -0.63 1.86 0.5391
O -0.18 -1.64 1.85 -0.5988
H 4.81 -2.23 0.46 0.2157
H 2.36 -2.65 0.88 0.2271
H 4.32 1.86 1.85 0.2303
H 5.77 0.01 0.94 0.2139
H -1.00 2.30 2.99 0.2920
H -1.98 -1.25 3.61 0.2218
H -4.07 -2.31 2.86 0.2207
H -5.56 -1.06 1.22 0.2164
H -4.91 1.21 0.42 0.2185
H -2.77 2.26 1.26 0.2356
C -5.19 4.04 4.29 -0.4185
N -4.48 2.91 4.87 -0.4370
C -5.24 2.09 5.80 -0.4105
C -3.14 2.84 4.67 0.6913
C -2.40 1.66 5.35 -0.1466
C -2.21 1.91 6.84 -0.4091
C -0.71 1.80 7.11 -0.4181
C -0.03 1.42 5.78 -0.2156
N -1.10 1.44 4.75 -0.5421
O -2.60 3.65 3.92 -0.6393
H -4.53 4.46 3.52 0.2555
H -6.13 3.66 3.86 0.1967
H -5.40 4.80 5.06 0.1918
H -4.82 1.08 5.94 0.2098
H -5.34 2.56 6.80 0.1929
H -6.26 1.98 5.38 0.2107
H -3.02 0.77 5.15 0.2258
H -2.56 2.91 7.16 0.2267
H -2.72 1.11 7.37 0.2187
H -0.32 2.78 7.44 0.2225
H -0.49 1.00 7.85 0.2199
H 0.79 2.10 5.53 0.2313
H 0.36 0.39 5.80 0.1930
H -1.10 0.38 4.41 0.4504
```

Properties
E_HOMO: -0.2892 hartree
net charge: 0
LUMO energy: 0.011 hartree

---

w is preferred energetically. Next in line: 288.4 kJ/mol higher.

---

w | The molecule C2H8N2, computed with the ωB97M-V functional and the def2-TZVPD basis.

```
12
Properties=species:S:1:pos:R:3:nbo_charge:R:1
N -1.24 0.98 0.69 -0.8039
C -1.05 -0.25 -0.22 -0.2519
C 0.39 -0.88 -0.27 -0.2386
N 1.65 0.20 -0.16 -0.8947
H -0.96 0.59 1.65 0.3444
H -0.36 1.50 0.64 0.3510
H -1.63 -1.12 0.17 0.2016
H -1.40 -0.14 -1.23 0.1975
H 0.46 -1.45 -1.23 0.1820
H 0.88 -1.64 0.50 0.2039
H 2.57 -0.26 -0.54 0.3619
H 1.53 1.04 -0.70 0.3468
```

Properties
E_HOMO: -0.3482 hartree
net charge: 0
SMILES string: NCCN
LUMO energy: 0.038 hartree

---

x | A cluster of 2 separate species, C2H8N2 in total, computed with the ωB97M-V functional and the def2-TZVPD basis.

```
12
Properties=species:S:1:pos:R:3:nbo_charge:R:1
H -1.66 1.66 1.20 0.3420
N -1.76 0.67 0.68 -0.6993
C -2.75 0.80 -0.17 0.2714
N -3.31 -0.16 -1.02 -0.8441
H -3.09 1.82 -0.45 0.1352
H -3.64 -0.02 -1.97 0.4038
H -3.20 -1.13 -0.73 0.3911
C 3.90 -0.70 0.52 -0.8608
H 3.43 -0.25 1.40 0.2190
H 4.21 0.09 -0.18 0.2129
H 4.74 -1.43 0.70 0.2149
H 3.14 -1.36 0.01 0.2138
```

Properties
E_HOMO: -0.3426 hartree
net charge: 0
SMILES string: [H]/N=C/N.C
LUMO energy: 0.036 hartree

---

y | The molecule C2H8N2, computed with the ωB97M-V functional and the def2-TZVPD basis.

```
12
Properties=species:S:1:pos:R:3:nbo_charge:R:1
N -1.64 0.51 0.68 -0.8968
C -0.71 -0.26 -0.14 -0.2198
C 0.70 0.38 -0.06 -0.2120
N 1.65 -0.50 -0.74 -0.8588
H -1.50 1.47 0.92 0.3820
H -2.49 0.04 0.86 0.3737
H -0.50 -1.21 0.36 0.1825
H -1.08 -0.24 -1.16 0.1823
H 0.93 0.40 1.00 0.1695
H 0.75 1.38 -0.48 0.1773
H 1.29 -1.43 -0.89 0.3551
H 2.59 -0.55 -0.36 0.3649
```

Properties
E_HOMO: -0.3169 hartree
net charge: 0
SMILES string: NCCN
LUMO energy: 0.048 hartree

---

y is preferred energetically. Next in line: 13.7 kJ/mol higher.

---

w | A cluster of 2 separate species, C2H8N2 in total, computed with the ωB97M-V functional and the def2-TZVPD basis.

```
12
Properties=species:S:1:pos:R:3:nbo_charge:R:1
H -0.24 -0.90 2.42 0.3361
N 0.41 -1.35 1.79 -0.6733
C -0.12 -1.58 0.65 0.2426
N 0.65 -1.91 -0.44 -0.8413
H -1.03 -0.99 0.47 0.1518
H 0.28 -2.51 -1.16 0.3882
H 1.63 -1.78 -0.39 0.3976
C -0.35 2.14 -0.64 -0.8604
H -0.29 2.35 -1.72 0.2123
H -0.42 1.09 -0.40 0.2158
H 0.58 2.59 -0.28 0.2147
H -1.11 2.85 -0.31 0.2159
```

Properties
E_HOMO: -0.3502 hartree
net charge: 0
SMILES string: [H]/N=C/N.C
LUMO energy: 0.039 hartree

---

x | The molecule C2H8N2, computed with the ωB97M-V functional and the def2-TZVPD basis.

```
12
Properties=species:S:1:pos:R:3:nbo_charge:R:1
C 1.27 -0.42 -0.22 -0.6255
C -0.10 -0.24 0.43 0.0957
N -0.39 1.13 0.72 -0.8488
N -1.15 -0.65 -0.46 -0.8418
H 2.05 -0.45 0.55 0.2179
H 1.32 -1.36 -0.78 0.2284
H 1.51 0.39 -0.92 0.1970
H -0.15 -0.84 1.34 0.1729
H 0.21 1.75 0.17 0.3506
H -1.34 1.35 0.45 0.3537
H -2.04 -0.59 0.02 0.3516
H -1.18 -0.05 -1.28 0.3481
```

Properties
E_HOMO: -0.3167 hartree
net charge: 0
SMILES string: CC(N)N
LUMO energy: 0.044 hartree

---

y | A cluster of 2 separate species, C2H8N2 in total, computed with the ωB97M-V functional and the def2-TZVPD basis.

```
12
Properties=species:S:1:pos:R:3:nbo_charge:R:1
C -1.55 2.08 -2.46 -0.0326
N -1.62 0.81 -2.35 -0.6268
H -1.45 2.52 -3.50 0.1665
H -1.77 2.76 -1.57 0.1490
H -1.19 0.51 -1.47 0.3439
C 0.96 -1.84 1.82 -0.4151
N 1.90 -0.85 2.41 -0.8403
H 0.91 -2.72 2.52 0.2022
H 1.48 -2.20 0.75 0.1795
H 0.01 -1.36 1.55 0.1717
H 1.60 -0.72 3.32 0.3489
H 1.91 -0.01 1.82 0.3531
```

Properties
E_HOMO: -0.3419 hartree
net charge: 0
SMILES string: C=N.CN
LUMO energy: 0.029 hartree

---

x is preferred energetically. Next in line: 54.5 kJ/mol higher.